Entry 1:
{
  "formula": "C31H47N8O13",
  "method": "ωB97M-V with the def2-TZVPD basis set",
  "symbols": ["C", "C", "C", "O", "H", "H", "H", "H", "H", "H", "H", "C", "C", "C", "C", "C", "C", "O", "O", "H", "H", "H", "H", "H", "H", "C", "C", "C", "C", "C", "C", "O", "O", "H", "H", "H", "H", "H", "H", "C", "C", "C", "C", "C", "C", "O", "O", "H", "H", "H", "H", "H", "H", "C", "C", "C", "C", "C", "C", "O", "O", "H", "H", "H", "H", "H", "H", "C", "O", "N", "N", "H", "H", "H", "H", "C", "O", "N", "N", "H", "H", "H", "H", "C", "O", "N", "N", "H", "H", "H", "H", "C", "O", "N", "N", "H", "H", "H", "H"],
  "positions_angstrom": [[-6.215, -7.270, 30.661], [-5.027, -7.493, 31.446], [-3.812, -7.763, 30.604], [-4.694, -6.664, 32.537], [-6.127, -6.328, 30.121], [-7.167, -7.326, 31.188], [-6.387, -8.058, 29.928], [-5.160, -8.468, 31.914], [-3.944, -8.505, 29.816], [-2.916, -8.033, 31.161], [-3.607, -6.847, 30.049], [3.329, -3.575, 33.780], [1.910, -3.460, 33.673], [1.240, -2.351, 34.118], [2.010, -1.263, 34.525], [3.368, -1.437, 34.803], [3.994, -2.575, 34.367], [5.351, -2.693, 34.450], [-0.070, -2.310, 34.120], [3.822, -4.412, 33.309], [1.354, -4.250, 33.191], [1.461, -0.408, 34.891], [3.920, -0.735, 35.410], [5.792, -1.857, 34.616], [-0.386, -3.196, 33.927], [-1.362, -2.643, 25.498], [-0.048, -2.948, 25.782], [0.927, -2.628, 24.747], [0.574, -2.046, 23.577], [-0.748, -1.685, 23.426], [-1.705, -2.028, 24.353], [-2.968, -1.641, 24.232], [2.260, -2.940, 24.861], [-2.129, -2.726, 26.253], [0.193, -3.376, 26.744], [1.311, -1.704, 22.865], [-0.862, -1.156, 22.491], [-2.966, -0.701, 24.035], [2.793, -2.403, 24.270], [-11.144, -14.600, 27.452], [-11.129, -15.450, 28.600], [-10.930, -14.886, 29.845], [-10.792, -13.511, 29.996], [-10.963, -12.701, 28.888], [-11.199, -13.206, 27.655], [-11.471, -12.375, 26.618], [-10.809, -15.742, 30.919], [-11.227, -14.918, 26.424], [-11.155, -16.514, 28.414], [-10.725, -13.202, 31.029], [-11.108, -11.635, 28.980], [-10.843, -11.657, 26.730], [-10.400, -15.333, 31.685], [3.103, -12.957, 35.286], [4.294, -12.411, 35.694], [5.189, -13.190, 36.390], [4.971, -14.477, 36.749], [3.782, -15.095, 36.287], [2.829, -14.307, 35.590], [1.566, -14.736, 35.248], [6.328, -12.745, 36.879], [2.357, -12.454, 34.689], [4.531, -11.381, 35.471], [5.474, -15.042, 37.520], [3.476, -16.097, 36.551], [1.378, -15.492, 35.808], [6.913, -12.309, 36.255], [-3.473, -10.209, 37.568], [-3.510, -11.006, 38.520], [-2.788, -10.316, 36.410], [-4.295, -9.223, 37.411], [-2.164, -11.089, 36.227], [-2.797, -9.644, 35.656], [-4.247, -8.763, 36.513], [-4.909, -8.743, 38.054], [-9.307, -4.531, 24.603], [-10.157, -5.334, 25.033], [-8.064, -4.537, 25.052], [-9.602, -3.498, 23.801], [-7.791, -5.225, 25.740], [-7.442, -3.763, 24.871], [-8.821, -2.937, 23.490], [-10.429, -3.676, 23.250], [-6.798, -14.744, 35.198], [-7.759, -14.817, 35.894], [-6.393, -13.716, 34.503], [-5.971, -15.607, 34.992], [-7.061, -12.959, 34.501], [-5.721, -13.855, 33.761], [-5.999, -16.407, 35.607], [-5.078, -15.250, 34.681], [-13.682, -4.103, 30.549], [-12.563, -4.065, 30.841], [-14.667, -3.576, 31.179], [-14.052, -4.424, 29.364], [-14.393, -2.825, 31.797], [-15.577, -3.924, 30.913], [-15.041, -4.307, 29.195], [-13.453, -4.830, 28.660]],
  "lowdin_charge": [-0.13, -0.76, -0.14, -0.40, 0.07, 0.07, 0.06, 0.08, 0.05, 0.06, 0.06, -0.01, 0.00, -0.39, 0.00, -0.02, -0.39, 0.03, 0.09, 0.12, 0.12, 0.11, 0.11, 0.10, 0.12, -0.03, 0.04, -0.30, -0.05, -0.02, -0.40, 0.06, 0.03, 0.13, 0.11, 0.12, 0.11, 0.11, 0.09, 0.02, 0.00, -0.33, -0.01, -0.04, -0.37, 0.04, 0.03, 0.11, 0.11, 0.12, 0.12, 0.11, 0.10, -0.01, -0.01, -0.41, -0.01, 0.00, -0.31, 0.03, 0.05, 0.12, 0.12, 0.12, 0.10, 0.10, 0.12, -0.73, -0.01, 0.14, 0.15, 0.10, 0.11, 0.11, 0.12, -0.73, -0.01, 0.16, 0.14, 0.12, 0.10, 0.10, 0.11, -0.90, 0.07, 0.16, 0.16, 0.12, 0.11, 0.14, 0.13, -0.89, 0.11, 0.15, 0.16, 0.13, 0.11, 0.10, 0.13],
  "homo_energy_ha": -0.0888,
  "max_force_ev_per_a": 12.490,
  "multiplicity": 1,
  "gap_ev": 4.12,
  "de_lowest_kcal_mol": 40.8,
  "charge": -1
}

---

Entry 2:
{
  "formula": "C5H29N2O8",
  "method": "ωB97M-V with the def2-TZVPD basis set",
  "symbols": ["C", "C", "C", "C", "C", "N", "N", "H", "H", "H", "H", "H", "H", "H", "H", "H", "H", "H", "H", "H", "H", "H", "O", "H", "H", "O", "H", "H", "O", "H", "H", "O", "H", "H", "O", "H", "H", "O", "H", "H", "O", "H", "H", "O"],
  "positions_angstrom": [[1.575, 1.357, 3.302], [1.004, 1.188, 1.869], [1.973, 0.373, 0.835], [1.293, 0.322, -0.472], [1.898, 0.230, -1.665], [1.103, 0.129, -3.000], [0.865, 2.501, 1.279], [2.521, 1.915, 3.332], [0.824, 1.913, 3.989], [1.709, 0.426, 3.849], [0.059, 0.659, 1.828], [3.011, 0.757, 1.005], [2.059, -0.608, 1.230], [0.267, 0.400, -0.360], [2.903, 0.341, -1.799], [0.772, 1.258, -3.103], [1.774, 0.080, -3.702], [0.377, -0.551, -3.052], [1.731, 2.916, 1.147], [0.085, 3.018, 1.527], [-2.902, 0.171, -2.413], [-3.677, 1.562, -2.233], [-2.784, 1.126, -2.258], [-0.822, -2.179, -2.311], [-0.773, -2.888, -3.538], [-1.057, -1.978, -3.266], [0.404, -3.840, 1.567], [0.850, -3.428, 2.872], [0.657, -3.011, 1.976], [-0.513, -1.853, 1.209], [-1.930, -1.247, 0.846], [-1.120, -1.544, 0.448], [-0.588, 3.287, -2.545], [-1.531, 2.261, -3.056], [-0.683, 2.435, -3.000], [-1.911, 1.872, -0.843], [-2.527, 2.305, 0.467], [-1.790, 2.502, -0.199], [-0.415, -3.261, -0.383], [-1.211, -4.592, -0.631], [-0.546, -4.067, -0.972], [-0.446, -0.328, 3.091], [-1.288, -1.001, 4.064], [-1.200, -0.927, 3.071]],
  "lowdin_charge": [-0.07, -0.41, -0.12, -0.08, -0.02, 0.19, 0.06, 0.08, 0.11, 0.06, 0.09, 0.14, 0.09, 0.07, 0.09, 0.21, 0.11, 0.08, 0.06, 0.05, 0.08, 0.12, -0.06, 0.04, 0.08, -0.09, 0.04, 0.11, -0.07, 0.03, 0.03, -0.09, 0.09, -0.08, 0.01, -0.09, 0.10, -0.06, 0.03, 0.01, -0.04, 0.00, 0.10, -0.07],
  "homo_energy_ha": -0.4168,
  "max_force_ev_per_a": 8.002,
  "multiplicity": 1,
  "gap_ev": 8.93,
  "de_lowest_kcal_mol": 93.5,
  "charge": 1
}

---

Entry 3:
{
  "formula": "C2H15NO4",
  "method": "ωB97M-V with the def2-TZVPD basis set",
  "symbols": ["C", "C", "N", "H", "H", "H", "H", "H", "H", "H", "O", "H", "H", "O", "H", "H", "O", "H", "H", "O", "H", "H"],
  "positions_angstrom": [[-1.088, -0.254, -2.168], [-0.553, -1.274, -1.107], [-0.006, -0.409, -0.011], [-0.285, 0.488, -2.167], [-1.278, -0.731, -3.117], [-1.992, 0.253, -1.831], [-1.229, -1.996, -0.668], [0.215, -1.835, -1.644], [0.518, -1.009, 0.628], [0.822, 0.037, -0.411], [1.072, -3.356, 0.049], [1.548, -4.122, -0.270], [1.613, -3.033, 0.785], [-0.379, 1.119, 3.398], [-0.354, 2.013, 3.758], [-0.073, 1.392, 2.526], [2.451, 1.867, -0.726], [1.763, 2.306, -1.231], [2.519, 0.998, -1.152], [-1.825, 2.136, 0.313], [-2.728, 2.034, -0.010], [-1.495, 1.228, 0.108]],
  "lowdin_charge": [-0.09, -0.31, -0.01, 0.06, 0.06, 0.05, 0.10, 0.08, 0.06, 0.03, -0.05, 0.04, 0.05, -0.07, 0.03, 0.01, -0.06, 0.03, 0.03, -0.09, 0.03, -0.01],
  "homo_energy_ha": -0.3694,
  "max_force_ev_per_a": 1.814,
  "multiplicity": 1,
  "smiles": "CCN.O.O.O.O",
  "gap_ev": 10.40,
  "de_lowest_kcal_mol": 30.1
}

---

Entry 4:
{
  "formula": "CH11N5",
  "method": "ωB97M-V with the def2-TZVPD basis set",
  "symbols": ["C", "N", "N", "N", "H", "H", "H", "H", "H", "H", "H", "N", "N", "H", "H", "H", "H"],
  "positions_angstrom": [[0.174, -1.354, -0.613], [-0.217, -2.530, -0.029], [-0.778, -0.665, -1.308], [1.405, -0.984, -0.487], [1.870, -0.285, 1.948], [-1.144, -2.570, 0.361], [0.500, -2.982, 0.515], [1.644, -0.191, -1.073], [-0.634, 0.350, -1.343], [-1.737, -0.951, -1.189], [1.814, -0.528, 1.091], [-1.183, 2.250, 0.615], [-0.106, 1.951, -0.284], [-1.616, 1.363, 0.877], [-0.838, 2.679, 1.478], [0.111, 2.799, -0.792], [0.735, 1.648, 0.236]],
  "lowdin_charge": [-0.65, 0.12, 0.12, 0.00, 0.00, 0.09, 0.09, 0.04, 0.05, 0.09, -0.03, -0.08, -0.11, 0.06, 0.07, 0.07, 0.06],
  "homo_energy_ha": -0.3181,
  "max_force_ev_per_a": 2.923,
  "multiplicity": 1,
  "gap_ev": 9.52,
  "de_lowest_kcal_mol": 0.0
}